{"formula": "C20H27N3O4S", "method": "wB97M-V/def2-TZVPD", "smiles": "CCOC(=O)CCSc1nc(N2CCOCC2)c2c(c1C#N)CC(C)(C)OC2", "gap_ev": 8.66, "homo_ev": -8.221, "energy_ev": -44674.0671, "e_lumo_ev": 0.44, "symbols": ["C", "C", "H", "H", "O", "C", "O", "C", "C", "H", "H", "S", "C", "N", "C", "N", "C", "H", "C", "O", "C", "H", "C", "H", "H", "H", "H", "H", "H", "C", "C", "C", "C", "N", "C", "H", "C", "C", "H", "H", "H", "C", "H", "H", "H", "O", "C", "H", "H", "H", "H", "H", "H", "H", "H"], "xyz": [[-5.4952, -1.5673, 1.4272], [-5.7622, -0.1466, 0.9549], [-6.0731, -0.1305, -0.0942], [-6.5293, 0.3310, 1.5715], [-4.5771, 0.6468, 1.0919], [-4.0354, 1.1735, -0.0049], [-4.4815, 1.0609, -1.1163], [-2.7697, 1.9321, 0.3466], [-1.9879, 2.3027, -0.9030], [-2.4966, 3.0784, -1.4720], [-1.8245, 1.4321, -1.5349], [-0.3536, 2.9775, -0.4750], [0.5658, 1.5040, -0.2091], [0.0039, 0.3499, -0.5032], [0.6686, -0.7951, -0.3367], [0.0379, -1.9291, -0.8024], [-0.1936, -3.0860, 0.0428], [0.5902, -3.1913, 0.7870], [-1.5466, -2.9567, 0.7604], [-2.6063, -2.8054, -0.1522], [-2.4066, -1.6624, -0.9594], [-3.2506, -1.6126, -1.6481], [-1.0811, -1.7535, -1.7155], [-0.9216, -0.8545, -2.3081], [-1.0984, -2.6286, -2.3730], [-2.3943, -0.7639, -0.3297], [-1.7616, -3.8594, 1.3347], [-1.5120, -2.0905, 1.4414], [-0.2079, -3.9741, -0.5972], [1.9947, -0.8114, 0.1550], [2.5952, 0.4047, 0.4459], [1.8754, 1.5987, 0.2799], [2.4563, 2.8470, 0.5639], [2.9404, 3.8602, 0.8031], [4.0341, 0.4363, 0.8503], [4.4742, 1.4069, 0.6184], [4.7909, -0.6972, 0.1374], [6.2246, -0.7890, 0.6578], [6.7472, 0.1474, 0.4866], [6.7493, -1.5917, 0.1477], [6.2177, -1.0068, 1.7222], [4.7963, -0.4797, -1.3799], [5.2646, -1.3309, -1.8685], [3.7862, -0.3688, -1.7681], [5.3589, 0.4181, -1.6210], [4.1808, -1.9300, 0.4960], [2.8093, -2.0761, 0.2112], [2.4522, -2.7344, 1.0122], [2.6742, -2.6090, -0.7456], [4.1124, 0.2770, 1.9300], [-3.0466, 2.8268, 0.9087], [-2.1653, 1.3064, 1.0065], [-4.7281, -2.0388, 0.8174], [-5.1649, -1.5603, 2.4629], [-6.4096, -2.1486, 1.3525]], "forces_ev_per_a": [[0.0993, 0.4382, -0.0987], [-0.4318, -0.3284, -0.1909], [-0.0087, 0.0301, 0.2345], [0.1008, -0.0129, -0.1180], [0.0668, -0.0792, 0.3932], [0.3060, 0.2918, 0.0135], [-0.0331, -0.0082, -0.1650], [-0.1254, -0.1515, -0.2293], [0.3606, 0.0038, 0.2026], [0.0542, -0.0322, -0.0567], [-0.1131, 0.1168, -0.0433], [-0.1934, 0.2447, -0.1197], [0.0920, 0.1040, 0.0244], [-0.1095, -0.0854, 0.0433], [0.4288, 0.3711, 0.0524], [0.0684, -0.1288, -0.2100], [-0.2677, -0.1380, 0.3250], [0.0172, -0.0516, -0.0173], [0.3422, -0.1264, 0.0911], [-0.0498, -0.1708, -0.0753], [0.1182, 0.1552, -0.3043], [0.0380, 0.0682, 0.0251], [-0.3720, 0.1127, -0.0153], [-0.0515, -0.1034, -0.0420], [-0.0363, 0.0547, -0.0009], [-0.0096, -0.0584, -0.0481], [0.0691, 0.0619, 0.0395], [-0.0007, -0.0704, -0.0108], [0.0461, -0.0081, 0.1111], [0.0519, 0.1375, 0.1757], [-0.2982, 0.1165, 0.0336], [-0.5559, -1.0233, -0.2423], [0.2356, 0.4881, 0.1383], [0.1493, 0.3070, 0.0587], [0.1467, -0.3348, -0.0774], [0.0208, -0.0286, 0.0210], [0.3764, 0.4293, -0.0186], [-0.4443, -0.0641, -0.0806], [0.0866, 0.1060, -0.0237], [0.0870, -0.0739, -0.0691], [0.0099, 0.0052, 0.1276], [-0.0831, -0.1888, 0.3023], [0.0609, -0.0648, -0.0536], [-0.0621, 0.0233, -0.1020], [0.0491, 0.1056, -0.0582], [0.1086, 0.1143, 0.0701], [-0.2446, -0.4171, -0.0791], [-0.0221, 0.0470, -0.2097], [-0.0340, 0.0196, 0.1323], [0.0506, 0.0371, -0.0147], [0.0086, -0.0623, 0.0527], [-0.0555, 0.0334, 0.0132], [0.0472, -0.0642, -0.0310], [0.0189, -0.0603, 0.1113], [-0.1133, -0.0875, 0.0127]]}



{"formula": "C20H27N5O4", "method": "wB97M-V/def2-TZVPD", "smiles": "COc1cc(CN2CCNC(=O)[C@H]2CC(=O)N(C)Cc2ncc[nH]2)cc(OC)c1", "gap_ev": 8.37, "homo_ev": -7.963, "energy_ev": -36796.7371, "e_lumo_ev": 0.41, "symbols": ["C", "H", "O", "C", "C", "C", "C", "C", "C", "H", "C", "N", "C", "H", "H", "C", "N", "C", "O", "C", "C", "H", "C", "O", "N", "C", "H", "H", "H", "C", "C", "N", "C", "C", "N", "H", "H", "H", "H", "H", "H", "H", "H", "H", "H", "H", "H", "H", "O", "C", "H", "H", "H", "H", "H", "H"], "xyz": [[1.0488, -6.7032, -1.7938], [0.5427, -7.5931, -1.4135], [0.9443, -5.8074, -0.5920], [1.4356, -4.5974, -0.9103], [1.7643, -4.1292, -2.2895], [2.4143, -2.8123, -2.2607], [2.5446, -1.9958, -1.1491], [1.8211, -2.6042, 0.1869], [1.4229, -3.9330, 0.2588], [1.1180, -4.2297, 1.1425], [1.9749, -1.7382, 1.5968], [1.3899, -0.4818, 1.1521], [1.6548, 0.7054, 1.8698], [1.4744, 1.6724, 1.7325], [2.7310, 0.6535, 2.1840], [1.1844, 0.4757, 3.3603], [-0.3210, 0.2879, 2.9899], [-0.8118, -0.2002, 1.9304], [-2.1957, -0.4351, 2.0198], [0.1406, -0.3073, 0.8220], [-0.3594, 0.7318, -0.2710], [0.8389, 1.0421, -0.6142], [-0.8435, 2.0391, 0.5218], [0.0113, 2.8915, 0.9962], [-2.4485, 2.0592, 0.5204], [-3.1956, 1.3946, -0.2808], [-3.1525, 0.3836, -0.0404], [-2.9462, 1.2412, -1.2149], [-4.0107, 1.7398, -0.2789], [-2.7265, 3.4266, 1.0506], [-2.7623, 4.5408, 0.3215], [-3.8067, 5.0999, -0.4248], [-3.1519, 6.2348, -1.0257], [-1.8086, 6.2205, -1.0257], [-1.5074, 5.1628, -0.1355], [-0.6203, 4.8570, 0.4763], [-1.2072, 6.8230, -1.2826], [-3.5293, 6.9742, -1.6026], [-3.7889, 3.1398, 1.3928], [-2.0457, 3.4312, 2.0937], [-0.8449, 0.5796, -1.0645], [0.0682, -1.3113, 0.3536], [-0.9219, 0.1842, 3.8665], [1.5371, -0.3630, 3.7972], [1.0979, 1.2401, 4.0443], [2.8950, -1.3926, 1.7122], [1.3728, -2.0317, 2.1276], [2.6693, -0.8292, -1.2121], [2.6678, -2.2347, -3.2291], [2.8985, -3.0425, -4.4614], [1.7409, -3.2779, -4.7491], [3.4093, -3.8075, -4.3971], [3.0046, -2.1398, -5.1865], [1.9628, -4.6220, -3.0458], [2.0453, -6.7786, -2.2734], [0.4873, -6.3046, -2.4646]], "forces_ev_per_a": [[2.1151, -1.7990, 5.3502], [0.7656, -0.3313, -0.4583], [0.9842, -2.5265, -3.6450], [-0.4976, -1.4826, -3.5429], [-0.2925, 5.5092, 11.8246], [-4.6487, -5.7391, 11.4069], [-3.4506, -0.3865, 5.9588], [4.2163, 1.9155, -1.1344], [2.4906, 7.0090, -2.9390], [-1.5972, -2.3028, 3.8657], [4.6100, 4.7081, -15.3939], [4.3331, 5.2894, -0.0008], [7.1419, -4.0023, 7.1963], [-1.3841, 3.3339, -2.4300], [0.1631, 0.5845, -1.2172], [-4.8662, 0.9737, -5.0243], [1.7527, 0.3461, 7.2526], [-8.5694, -1.9557, 0.2982], [6.5327, 0.4402, -1.6264], [-7.2990, -4.5465, -4.9219], [9.5796, 4.7853, 7.5292], [-3.4959, -0.4280, 0.3575], [-0.7315, 0.0902, -1.5173], [-4.8162, -2.9969, -1.5580], [12.7326, 7.4416, 5.4001], [5.8916, -7.4043, -0.9804], [-0.8821, -2.2318, 1.4691], [1.8143, 0.6034, -5.6224], [-12.0260, 4.4160, 0.1520], [-2.3017, -7.6680, 7.4803], [1.2451, 7.8061, -8.3546], [3.6854, 1.4125, 2.0663], [-0.1128, -3.3170, 0.2192], [-7.3965, -10.0013, 6.9179], [-0.0311, -1.8194, 2.8748], [-2.3110, 1.1438, -2.3722], [8.1953, 8.0136, -3.7076], [-2.5326, 1.7647, -1.5796], [1.1120, 1.4674, 0.0991], [-1.8699, 0.5352, -2.8779], [-4.2092, -2.1853, -5.7677], [-2.1309, 0.1103, -0.3749], [0.5702, 0.3857, -2.0678], [1.2207, -2.8611, 1.3043], [0.6718, 2.1367, 1.1804], [4.3718, -0.0164, 1.6320], [-9.7608, -6.6637, 11.4000], [0.0241, -2.7285, 0.0569], [4.9389, 4.7569, -13.9089], [-10.4022, 11.2354, -2.2333], [2.7194, -0.2877, 0.4710], [5.6704, -7.0935, 0.6954], [1.0994, -2.3000, 0.8359], [1.0328, -5.3686, -6.7755], [-0.1893, -0.3239, 1.1251], [-3.8758, 2.5536, -4.3873]]}



{"formula": "C20H27NO4", "method": "wB97M-V/def2-TZVPD", "smiles": "CCOc1ccc(CC(N)=C2C(=O)CC(C)(C)CC2=O)cc1OCC", "gap_ev": 8.67, "homo_ev": -7.947, "energy_ev": -30858.7869, "e_lumo_ev": 0.72, "symbols": ["C", "C", "H", "H", "O", "C", "C", "C", "C", "C", "C", "O", "C", "C", "H", "H", "H", "H", "H", "H", "C", "C", "N", "H", "C", "C", "O", "H", "C", "H", "C", "C", "C", "O", "H", "H", "C", "H", "H", "H", "C", "H", "H", "H", "H", "H", "H", "H", "H", "H", "H", "H"], "xyz": [[-3.7379, -2.8380, 0.1397], [-4.5170, -1.5610, -0.1651], [-5.4538, -1.5555, 0.3993], [-4.7599, -1.4988, -1.2337], [-3.8464, -0.3975, 0.2677], [-2.7536, 0.0425, -0.4163], [-2.3105, -0.4350, -1.6372], [-1.1769, 0.0908, -2.2421], [-0.4774, 1.1154, -1.6401], [-0.9289, 1.6208, -0.4210], [-2.0455, 1.0982, 0.2041], [-2.5564, 1.5176, 1.3951], [-1.8445, 2.4550, 2.1733], [-0.6200, 1.8570, 2.8624], [-0.1764, 2.5950, 3.5253], [-0.9193, 0.9909, 3.4471], [0.1291, 1.5410, 2.1408], [-1.5661, 3.3314, 1.5732], [-2.5684, 2.7763, 2.9277], [-0.3810, 2.4271, 0.0417], [0.8081, 1.6528, -2.2290], [1.8535, 1.5569, -1.1601], [2.3033, 2.6959, -0.6532], [1.9339, 3.5794, -0.9640], [2.2388, 0.3269, -0.6073], [2.8913, 0.3192, 0.6824], [3.3032, 1.3388, 1.2452], [2.8816, 2.6098, 0.1929], [3.0459, -1.0009, 1.3986], [4.0613, -1.3560, 1.1930], [2.0385, -2.0651, 0.9696], [2.1753, -2.2137, -0.5419], [1.9595, -0.9231, -1.3070], [1.6267, -0.9809, -2.4786], [3.1801, -2.5710, -0.7896], [1.4689, -2.9475, -0.9358], [0.6117, -1.6489, 1.3357], [-0.0905, -2.4328, 1.0605], [0.5288, -1.4761, 2.4065], [0.3191, -0.7407, 0.8138], [2.3687, -3.3909, 1.6595], [2.2900, -3.2873, 2.7394], [3.3801, -3.7121, 1.4192], [1.6784, -4.1680, 1.3392], [2.9891, -0.8033, 2.4717], [0.6863, 2.6949, -2.5381], [1.0883, 1.0489, -3.0901], [-0.8314, -0.3227, -3.1756], [-2.8349, -1.2335, -2.1371], [-3.5304, -2.8940, 1.2054], [-2.7920, -2.8509, -0.3964], [-4.3232, -3.7051, -0.1539]], "forces_ev_per_a": [[-0.0761, 0.4161, -0.0468], [-0.1143, -0.4479, -0.0893], [0.0884, 0.0042, -0.1562], [-0.0220, 0.0455, 0.1083], [0.2771, 0.2959, 0.0268], [0.0118, 0.0958, 0.1528], [-0.2680, -0.0514, 0.1734], [0.1468, 0.2100, -0.0018], [-0.1664, -0.0673, -0.1629], [-0.2120, 0.0229, 0.1267], [-0.1360, -0.1028, 0.0495], [-0.1036, -0.2750, -0.3107], [0.3044, 0.2055, 0.3005], [-0.3275, 0.0317, -0.2786], [0.0788, 0.0736, 0.0744], [-0.0062, -0.0795, 0.0850], [0.1219, -0.0288, -0.0311], [-0.0845, -0.0616, 0.0390], [0.1079, 0.0398, -0.1386], [0.0469, 0.0645, 0.1356], [-0.1233, 0.0235, -0.1794], [0.2494, 0.0725, -0.0344], [-0.1019, 0.0413, 0.0952], [-0.0174, -0.1075, -0.0662], [0.1632, 0.2741, -0.0181], [-0.0931, -0.2051, -0.0205], [0.1369, 0.1151, 0.1934], [-0.0097, 0.0448, -0.1158], [-0.0582, -0.0528, 0.0830], [0.0443, -0.0301, 0.0144], [0.1021, -0.1604, 0.0538], [-0.1544, -0.0418, 0.0677], [0.1793, -0.1609, 0.0929], [-0.0704, -0.1147, -0.1418], [0.0383, -0.0240, -0.0165], [0.0085, 0.0237, -0.0542], [0.1871, -0.0303, -0.0763], [-0.1157, -0.1020, -0.0303], [-0.0419, 0.0311, 0.1446], [-0.1336, 0.1269, -0.0090], [-0.0290, 0.2644, -0.1563], [-0.0081, -0.0129, 0.1484], [0.1305, -0.0572, -0.0183], [-0.0853, -0.1151, -0.0247], [0.0247, 0.0524, -0.0320], [0.0596, 0.0071, 0.0208], [0.0149, 0.1403, 0.0710], [0.0745, -0.0624, -0.0846], [-0.0893, -0.0991, 0.0120], [0.0157, -0.0392, 0.0946], [0.0775, -0.0759, -0.0340], [-0.0427, -0.1173, -0.0354]]}



{"formula": "C20H27NOPt", "method": "wB97M-V/def2-TZVPD", "total_charge": -2, "gap_ev": [3.62, 4.83], "homo_ev": [1.404, 0.115], "energy_ev": -27955.9936, "multiplicity": 3, "e_lumo_ev": [5.02, 4.95], "s2": 2.050, "symbols": ["C", "C", "C", "C", "C", "Pt", "C", "C", "C", "N", "H", "H", "H", "H", "H", "H", "H", "H", "H", "H", "C", "C", "C", "C", "C", "C", "C", "C", "C", "C", "C", "C", "O", "H", "H", "H", "H", "H", "H", "H", "H", "H", "H", "H", "H", "H", "H", "H", "H", "H"], "xyz": [[1.4824, -1.8186, -3.4732], [0.0504, -1.7983, -3.8574], [-0.6731, -2.4477, -2.7844], [0.2131, -2.6991, -1.7254], [1.5225, -2.2359, -2.0732], [0.6979, -0.0374, -2.6980], [-0.7768, 1.5639, -2.2186], [0.4375, 1.8804, -2.8533], [1.0629, 2.8666, -3.5302], [1.9366, 0.5583, -1.3388], [-1.7077, -2.7744, -2.8448], [-0.3021, -1.5618, -4.8589], [-0.0132, -3.2472, -0.8150], [2.4285, -2.3779, -1.4884], [2.3229, -1.6389, -4.1397], [-1.6915, 1.4335, -2.8010], [2.2602, 1.5149, -1.1984], [-0.8978, 1.7776, -1.1542], [0.6008, 3.8420, -3.6791], [2.0161, 2.6592, -4.0113], [3.2760, 1.1186, 1.9889], [2.2282, 0.0628, 1.9491], [2.6537, -1.3379, 1.7376], [0.9044, 0.4057, 2.2767], [0.5844, 1.3459, 3.2809], [-0.7305, 1.5964, 3.6393], [-1.7956, 1.0635, 2.8962], [-1.5743, 0.2561, 1.8039], [-2.7158, -0.2339, 0.9161], [-3.4337, -1.4248, 1.5537], [-3.7115, 0.8792, 0.5823], [-0.2287, -0.2340, 1.5488], [-0.0297, -1.1498, 0.7115], [3.5184, 1.4307, 3.0156], [2.9386, 2.0192, 1.4537], [4.1973, 0.7644, 1.5118], [2.0014, 0.0003, -0.4834], [2.8716, -1.8353, 2.6978], [1.8576, -1.9100, 1.2476], [3.5701, -1.3767, 1.1367], [1.4045, 1.8331, 3.8162], [-0.9521, 2.2351, 4.4955], [-2.8265, 1.3061, 3.1718], [-2.2590, -0.5808, -0.0224], [-3.8672, -1.1397, 2.5209], [-4.2380, -1.7845, 0.9024], [-2.7230, -2.2421, 1.7166], [-3.2041, 1.7164, 0.0906], [-4.4820, 0.5036, -0.1004], [-4.2045, 1.2530, 1.4876]], "forces_ev_per_a": [[-0.5970, -0.4118, 0.2255], [0.8751, -0.3018, -0.1437], [0.2678, -0.7860, 0.0380], [0.1608, -0.3137, -0.6321], [-0.6364, -1.5493, -1.2383], [-0.7162, 0.9021, -0.0414], [-0.5127, 0.2428, 0.2088], [-0.8140, 1.4279, -1.7733], [-0.1279, -0.9473, 0.4841], [3.0238, 1.0660, 2.0707], [0.0835, 0.2793, 0.1785], [-0.0206, -0.3887, 0.1842], [-0.1095, 0.5317, -0.0617], [-0.3176, 0.3269, -0.0678], [-0.1206, -0.0423, 0.2433], [0.2331, 0.1849, 0.1267], [-0.4249, -0.3690, 0.0951], [0.0922, -0.2929, -0.1879], [0.1171, -0.0764, 0.2993], [-0.1143, 0.1061, -0.0060], [0.1646, 0.1821, 0.0226], [0.4431, 0.2483, -0.0911], [0.0419, -0.4365, -0.3665], [-1.7379, 0.0305, 0.0553], [0.1482, -0.2477, -0.3492], [-0.2624, 0.4952, 0.4477], [0.0388, 0.1298, -0.0407], [0.2656, -0.2112, 0.0163], [0.4562, 0.0418, 0.0816], [0.1005, -0.0856, -0.0290], [0.1007, -0.0070, -0.0449], [0.2339, -0.1935, 0.0329], [-0.2642, 0.0805, 0.1556], [0.1770, 0.0713, 0.0863], [0.0651, -0.1428, 0.1273], [-0.0585, 0.0843, 0.0962], [-0.3574, 0.4094, -0.4257], [0.0790, -0.0153, 0.0955], [0.1879, 0.1020, 0.0527], [-0.0559, -0.1131, -0.0171], [-0.2360, -0.1099, -0.0072], [0.0775, -0.0210, -0.1493], [0.2456, 0.1028, 0.0116], [0.0229, 0.0539, 0.2243], [0.0170, -0.0322, -0.0669], [-0.0350, -0.0614, 0.0349], [-0.0965, 0.1063, -0.0009], [-0.0653, -0.0876, 0.1077], [-0.0225, 0.0283, 0.0492], [-0.0158, 0.0099, -0.1116]]}